No. 1
Density functional theory data (the ωB97M-V functional and the def2-TZVPD basis) for a structure of composition C28H24N5O8STi.

## Properties
- orbital gap (spin up / spin down) (eV) = 6.4 / 6.5
- E_HOMO (spin up / spin down) (eV) = -2.1 / -2.2
- total charge = -2
- 2S+1 = 2
- ⟨S²⟩ = 0.75

Last column: Löwdin spin population.
Cartesian coordinates (Å):
Ti1 -0.7297 -0.5250 -0.5930  0.9314
O1 -3.9463 3.4286 -4.1278  -0.0015
C1 -3.3184 2.6553 -3.4399  -0.0008
C2 -2.3193 3.0317 -2.3573  -0.0006
O2 -2.0371 4.1728 -2.0137  -0.0002
C3 -1.8228 1.7614 -1.8534  0.0071
C4 -2.4188 0.6754 -2.5185  0.0080
O3 -2.0508 -0.5034 -2.1919  -0.0018
C5 -3.3951 1.1345 -3.5085  0.0005
O4 -4.1252 0.4943 -4.2424  0.0023
O5 -0.9553 1.5020 -0.9416  0.0024
C6 -3.7318 -3.5522 1.0137  0.0002
C7 -2.6856 -2.7432 0.3038  0.0015
N1 -2.6013 -1.4673 0.4065  0.0031
O6 -3.5285 -0.8824 1.2693  0.0049
C8 -1.7029 -3.4419 -0.5083  -0.0003
C9 -1.8274 -4.9015 -0.8128  -0.0001
N2 -0.7019 -2.7267 -0.9781  -0.0008
O7 0.1928 -3.2658 -1.6995  0.0037
H1 -4.4361 -2.9135 1.5344  0.0001
H2 -3.2467 -4.2143 1.7343  0.0001
H3 -4.2649 -4.1813 0.2990  0.0000
H4 -3.1824 0.0192 1.4034  0.0007
H5 -1.8268 -5.5167 0.0926  0.0000
H6 -0.9721 -5.1781 -1.4263  0.0000
H7 -2.7443 -5.1283 -1.3668  0.0000
C10 -2.4988 3.8961 1.2019  0.0000
C11 -2.0847 2.7083 2.0215  0.0003
O8 -2.5602 1.6011 1.8394  0.0020
N3 -1.1396 2.9558 2.9766  0.0002
C12 -0.3143 1.8797 3.4970  0.0000
C13 1.0080 1.7886 2.7634  0.0001
C14 2.1653 1.3483 3.3886  0.0000
C15 3.3137 1.2059 2.6240  0.0001
C16 3.2705 1.5203 1.2781  0.0000
C17 2.0684 1.9747 0.7485  0.0002
N4 0.9639 2.1058 1.4727  0.0003
H8 -3.5334 3.7779 0.8889  0.0000
H9 -1.8828 3.9155 0.2991  0.0000
H10 -2.3742 4.8368 1.7406  0.0000
H11 -0.6712 3.8407 2.8637  0.0000
H12 -0.8696 0.9533 3.3368  0.0000
H13 -0.1563 1.9925 4.5704  0.0000
H14 2.1485 1.0751 4.4361  0.0000
H15 4.2252 0.8263 3.0704  0.0000
H16 4.1267 1.3711 0.6327  0.0000
H17 1.9713 2.1994 -0.3078  -0.0001
C18 5.1424 -1.6710 -0.3237  -0.0023
C19 3.9873 -2.0600 0.3905  0.0034
C20 2.7517 -1.6502 -0.0267  -0.0023
C21 2.5739 -0.8277 -1.1705  0.0023
C22 1.2702 -0.3599 -1.5533  -0.0127
C23 1.2249 0.3632 -2.7298  0.0143
C24 2.3683 0.6758 -3.4994  -0.0007
C25 3.6105 0.2855 -3.0903  0.0153
C26 3.7412 -0.4810 -1.9070  -0.0004
C27 5.0159 -0.9062 -1.4486  0.0024
H18 6.1233 -1.9908 0.0119  -0.0003
H19 4.0783 -2.6837 1.2721  0.0003
H20 1.8701 -1.9516 0.5199  -0.0001
H21 0.2770 0.7452 -3.0977  0.0011
H22 2.2526 1.2521 -4.4123  -0.0006
H23 4.4999 0.5421 -3.6579  0.0011
H24 5.8932 -0.6169 -2.0201  0.0001
S1 0.4682 -1.8675 4.0075  0.0065
C28 0.1370 -1.3477 2.4968  0.0072
N5 -0.0840 -0.9565 1.4190  0.0027

Atomic forces in eV per Å
0.1 -0.4 -0.2
0.0 -0.1 0.1
0.0 0.1 0.0
0.1 0.1 0.0
0.0 -0.2 -0.1
-0.1 0.1 0.0
0.0 0.0 -0.1
0.0 0.0 -0.1
0.0 0.0 0.0
0.1 0.1 0.1
-0.3 -0.1 0.3
0.0 0.0 0.0
0.0 0.0 0.0
0.2 0.2 0.1
0.1 -0.1 -0.1
0.0 0.0 0.0
0.0 0.0 0.0
-0.1 0.1 0.0
0.0 0.0 0.0
0.0 0.0 0.0
0.0 0.0 0.0
0.0 0.0 0.0
0.0 0.0 0.0
0.0 0.0 0.0
0.0 0.0 0.0
0.0 0.0 0.0
0.0 0.0 0.0
0.1 0.1 -0.1
-0.1 -0.1 0.2
0.0 0.0 0.1
-0.1 0.0 -0.1
-0.1 0.0 0.0
0.0 -0.1 0.0
0.0 0.0 0.1
-0.1 0.0 -0.1
0.0 -0.1 0.0
0.0 0.2 0.1
0.0 0.0 0.0
0.0 0.0 0.0
0.0 0.0 0.0
0.0 0.0 0.0
0.0 0.0 0.0
0.0 0.0 0.0
0.0 0.0 0.0
0.0 0.0 0.0
0.0 0.0 0.0
0.0 0.0 0.0
0.0 0.0 0.0
0.0 0.0 0.0
0.0 0.0 0.0
0.0 0.0 0.0
-0.1 0.0 0.1
0.0 0.1 0.0
0.0 0.0 0.0
0.0 0.0 0.0
0.0 0.0 0.0
0.0 0.0 0.0
0.0 0.0 0.0
0.0 0.0 0.0
0.0 0.0 0.0
0.0 0.0 0.0
0.0 0.0 0.0
0.0 0.0 0.0
0.0 0.0 0.0
0.0 0.0 0.0
0.0 0.0 -0.1
0.1 0.1 -0.1

=====

No. 2
Density functional theory data (the ωB97M-V functional and the def2-TZVPD basis) for a structure of composition C32H48NO2OsPS at a distorted geometry.

## Properties
- orbital gap (spin up / spin down) (eV) = 7.9 / 7.2
- E_HOMO (spin up / spin down) (eV) = -13.4 / -14.9
- total charge = +2
- 2S+1 = 5
- ⟨S²⟩ = 6.03

Last column: Löwdin spin population.
Cartesian coordinates (Å):
Os1 0.0400 -0.9973 -0.3102  3.0794
C1 -5.8202 -0.8874 -0.0665  0.0075
C2 -4.5742 -1.4742 -0.7532  0.0079
C3 -4.7124 -1.4053 -2.2763  0.0024
C4 -3.3609 -0.7447 -0.2417  0.0930
C5 -2.5941 -1.2724 0.7943  0.0894
C6 -1.5065 -0.6052 1.3911  0.0108
C7 -1.0474 -1.2472 2.7153  0.0062
C8 -0.0278 -0.4758 3.5493  0.0007
C9 -0.6395 -2.7327 2.5267  0.0015
C10 -1.1092 0.6746 0.8359  0.0252
C11 -1.9376 1.2404 -0.1928  0.1013
C12 -3.0156 0.5175 -0.7046  0.0827
C13 -1.7449 2.6449 -0.7337  0.0091
C14 -2.7874 3.5813 -0.0946  0.0084
C15 -1.8863 2.7143 -2.2657  0.0024
C16 -0.0776 1.6116 1.4324  0.0085
C17 -0.5394 2.5303 2.3708  0.0005
C18 0.2727 3.5442 2.8527  0.0005
C19 1.5699 3.6720 2.3815  0.0011
C20 2.0625 2.7437 1.4794  0.0030
C21 1.2652 1.6985 1.0130  0.0184
P1 1.9821 0.4029 -0.0626  0.0843
C22 3.5602 -0.2650 0.7344  0.0066
C23 4.0498 -1.3879 -0.1943  0.0068
C24 3.1929 -0.8571 2.0964  0.0004
C25 4.6751 0.7573 0.9645  0.0021
C26 2.3181 1.1302 -1.7849  0.0201
C27 2.3719 -0.0234 -2.7966  0.0207
C28 1.0812 1.9789 -2.0893  0.0163
C29 3.5722 1.9872 -1.9228  0.0041
H1 -6.7126 -1.4121 -0.4055  0.0009
H2 -5.9282 0.1697 -0.3163  0.0003
H3 -5.7561 -0.9802 1.0186  0.0003
H4 -4.4851 -2.5235 -0.4593  0.0006
H5 -5.0334 -0.4147 -2.6021  0.0000
H6 -5.4676 -2.1168 -2.6065  0.0003
H7 -3.7746 -1.6503 -2.7783  0.0000
H8 -2.8949 -2.2279 1.2063  0.0033
H9 -1.9570 -1.2907 3.3206  -0.0003
H10 0.8372 -0.1824 2.9689  0.0002
H11 0.3045 -1.0936 4.3835  0.0001
H12 -0.4740 0.4234 3.9672  0.0001
H13 1.0873 -3.1038 1.3790  0.0018
H14 -1.5239 -3.3618 2.5383  0.0005
H15 -0.0156 -3.0306 3.3681  0.0003
H16 -3.6232 0.9767 -1.4737  0.0015
H17 -0.7580 3.0076 -0.4519  0.0005
H18 -3.7976 3.2049 -0.2626  0.0004
H19 -2.7117 4.5672 -0.5533  0.0013
H20 -2.6325 3.6941 0.9761  0.0001
H21 -2.9305 2.8267 -2.5598  0.0000
H22 -1.4910 1.8284 -2.7637  0.0000
H23 -1.3525 3.5855 -2.6440  0.0004
H24 -1.5589 2.4402 2.7263  0.0005
H25 -0.1134 4.2417 3.5842  0.0000
H26 2.2000 4.4834 2.7201  0.0001
H27 3.0820 2.8355 1.1289  0.0002
H28 3.2216 -2.0047 -0.5607  0.0054
H29 4.7375 -2.0386 0.3488  0.0001
H30 4.5910 -0.9905 -1.0531  0.0002
H31 2.4452 -1.6496 2.0146  0.0000
H32 2.8300 -0.0878 2.7780  0.0000
H33 4.0904 -1.2896 2.5429  0.0001
H34 4.9277 1.3400 0.0853  0.0001
H35 5.5717 0.2064 1.2574  0.0006
H36 4.4321 1.4321 1.7842  0.0000
H37 1.4817 -0.6564 -2.7409  0.0130
H38 3.2546 -0.6484 -2.6695  0.0003
H39 2.4060 0.3924 -3.8057  0.0007
H40 0.1677 1.3949 -1.9334  0.0121
H41 1.0991 2.2983 -3.1329  0.0006
H42 1.0426 2.8703 -1.4637  0.0006
H43 4.4827 1.3909 -1.8997  0.0001
H44 3.6239 2.7689 -1.1645  0.0002
H45 3.5391 2.4816 -2.8964  0.0016
C30 1.3375 -4.5052 -2.7228  0.0037
C31 0.5958 -3.7820 -1.6662  0.0315
O1 0.5159 -4.4406 -0.5053  0.0056
O2 0.0989 -2.6683 -1.7993  0.0840
H46 1.4854 -5.5466 -2.4557  0.0003
H47 2.3060 -4.0195 -2.8619  0.0012
H48 0.7952 -4.4220 -3.6638  0.0008
S1 -1.8875 -4.7058 0.4218  0.0413
C32 -0.4226 -4.0271 0.4343  0.0044
N1 0.0797 -3.0445 1.2712  0.0568

Atomic forces in eV per Å
0.2 -0.6 -0.2
0.1 -0.1 0.0
-0.2 0.1 0.0
0.1 0.0 0.1
0.0 0.0 -0.1
0.0 0.0 -0.1
-0.3 0.3 0.3
0.3 0.0 0.0
-0.1 0.0 0.0
-0.2 0.2 0.0
-0.2 0.2 0.2
0.2 -0.1 -0.1
0.0 -0.1 0.1
-0.1 0.1 0.0
0.1 -0.1 0.0
-0.1 0.0 0.1
0.1 0.1 0.1
-0.1 -0.1 -0.1
0.0 0.0 0.0
0.0 0.0 0.0
0.1 0.0 0.0
-0.1 -0.2 -0.1
0.3 0.5 -0.2
-0.4 -0.2 -0.1
0.1 0.1 0.0
0.0 0.1 0.0
0.0 0.0 0.1
-0.2 -0.1 0.1
0.0 0.0 0.0
0.2 -0.2 0.1
0.0 0.0 0.0
0.0 0.0 0.0
0.0 0.0 0.0
0.0 0.0 0.0
0.1 0.0 0.0
0.0 0.0 0.0
0.0 0.0 0.0
0.0 0.0 0.0
0.0 0.0 0.0
0.0 0.0 0.0
0.1 0.0 0.0
0.0 0.0 0.0
0.1 0.0 0.0
0.0 -0.1 0.0
0.0 -0.1 0.0
0.0 -0.1 0.0
0.0 0.0 0.0
-0.1 -0.1 0.0
0.0 0.0 0.0
0.0 0.0 0.0
0.0 0.0 0.1
0.0 0.0 0.0
-0.1 0.1 -0.1
0.0 0.0 0.0
0.0 0.1 0.0
0.0 0.0 0.0
0.0 0.0 0.0
-0.1 0.0 0.0
0.0 0.0 0.0
0.0 0.0 0.0
0.0 0.0 0.0
0.0 0.0 0.0
0.0 0.0 0.0
0.0 0.0 0.0
0.0 0.0 0.0
0.0 0.0 0.0
0.1 0.0 0.0
0.0 0.0 0.0
-0.1 0.0 0.0
0.0 0.0 0.0
0.2 0.1 0.0
0.0 -0.1 0.0
0.0 0.0 0.0
0.0 0.0 0.0
0.0 0.0 0.0
0.0 0.0 0.0
0.0 0.0 -0.1
-0.1 -0.1 0.2
0.5 0.0 -0.1
-0.1 0.3 0.0
0.0 0.0 0.0
0.0 0.0 0.0
0.0 0.0 0.0
0.4 0.2 0.0
-1.0 -0.2 0.3
0.2 0.0 -0.2

=====

No. 3
Density functional theory data (the ωB97M-V functional and the def2-TZVPD basis) for a structure of composition C28H26N7O8PS2Se2W at a distorted geometry.

## Properties
- orbital gap (eV) = 7.0
- E_HOMO (eV) = -14.1
- total charge = +2
- 2S+1 = 1

Last column: Löwdin charge in e.
Cartesian coordinates (Å):
W1 0.8151 0.0880 -0.5060  1.5937
Se1 -0.8499 1.6910 0.9633  0.6717
P1 -1.5955 -0.1011 1.9669  0.4071
Se2 -0.5769 -1.6373 0.7293  0.6882
C1 -1.1200 -0.2889 3.6775  -0.4571
C2 -0.9203 0.8286 4.4802  -0.0796
C3 -0.6424 0.6495 5.8281  -0.0442
C4 -0.5697 -0.6310 6.3593  -0.0388
C5 -0.7614 -1.7462 5.5496  -0.0493
C6 -1.0302 -1.5807 4.2011  -0.1326
C7 -3.3842 -0.1676 1.9081  -0.3852
C8 -4.0425 0.3148 0.7734  -0.1118
C9 -5.4227 0.2611 0.7046  -0.0499
C10 -6.1505 -0.2666 1.7657  -0.0379
C11 -5.5005 -0.7249 2.9028  -0.0448
C12 -4.1173 -0.6767 2.9840  -0.0569
H1 -0.9785 1.8254 4.0580  0.1003
H2 -0.4850 1.5108 6.4646  0.1205
H3 -0.3593 -0.7624 7.4136  0.1213
H4 -0.7021 -2.7424 5.9707  0.1218
H5 -1.1606 -2.4423 3.5556  0.1026
H6 -3.4746 0.7597 -0.0321  0.0665
H7 -5.9351 0.6428 -0.1706  0.1177
H8 -7.2312 -0.3057 1.7117  0.1209
H9 -6.0694 -1.1141 3.7371  0.1203
H10 -3.6218 -1.0216 3.8820  0.1062
N1 -2.4917 -1.2618 -1.8580  0.1879
C13 -2.0772 -0.1318 -2.4183  -0.4315
N2 -2.7451 0.2321 -3.5026  0.2044
C14 -2.4253 1.3880 -4.0565  -0.4054
N3 -3.0418 1.7666 -5.1674  0.2186
N4 -1.4887 2.2286 -3.5506  0.2101
C15 -0.8674 1.8004 -2.4987  -0.3003
N5 -1.0725 0.6247 -1.8453  0.0011
C16 0.1777 2.7129 -1.9745  -0.2192
C17 0.2578 4.0143 -2.4129  0.0402
C18 1.2747 4.8259 -1.9334  0.0167
C19 2.1804 4.2983 -1.0341  0.0193
C20 2.0372 2.9930 -0.6175  -0.0675
N6 1.0497 2.2173 -1.0794  -0.0960
H11 -3.1960 -1.7694 -2.3682  0.1379
H12 -1.9808 -1.7272 -1.1357  -0.0270
H13 -3.7293 1.1675 -5.5902  0.1294
H14 -2.8068 2.6446 -5.5942  0.1264
H15 -0.4764 4.3604 -3.1235  0.1276
H16 1.3555 5.8520 -2.2651  0.1325
H17 2.9996 4.8821 -0.6396  0.1341
H18 2.7123 2.5543 0.0973  0.0949
N7 1.8764 -1.1835 3.1621  0.0421
C21 3.0298 -0.3352 2.9372  -0.1399
C22 2.8462 0.7258 1.8674  -0.4552
O1 3.5825 1.6415 1.7284  0.1624
O2 1.6968 0.6510 1.0530  -0.4263
H19 1.2291 -0.7407 3.8015  0.0425
H20 2.1573 -2.0573 3.5871  0.0969
H21 3.8618 -0.9353 2.5768  0.1294
H22 3.3695 0.2087 3.8179  0.1401
O3 4.4702 -1.3436 0.0972  -0.1823
S1 3.4175 -1.0024 -0.7868  0.6282
O4 3.1533 0.4282 -1.0074  -0.3157
O5 2.0321 -1.4830 -0.3190  -0.5166
C23 3.6236 -1.8674 -2.3055  -0.2196
C24 4.8317 -2.5006 -2.5136  -0.0098
C25 5.0186 -3.2491 -3.6722  -0.0064
C26 4.0004 -3.3722 -4.6001  -0.0095
C27 2.7771 -2.7448 -4.3956  -0.0132
C28 2.5832 -1.9986 -3.2504  -0.2231
S2 1.0296 -1.1951 -3.0821  0.6257
O6 1.3506 0.1787 -2.5306  -0.4187
O7 0.3570 -1.2078 -4.3292  -0.1886
O8 0.2418 -1.7134 -1.9256  -0.4667
H23 5.6073 -2.4141 -1.7630  0.1301
H24 5.9658 -3.7444 -3.8401  0.1298
H25 4.1546 -3.9574 -5.4973  0.1296
H26 1.9766 -2.8228 -5.1207  0.1295

Atomic forces in eV per Å
-0.3 1.5 -0.6
-0.2 -0.5 0.0
-0.4 0.1 0.0
-0.2 0.3 0.5
0.0 -0.1 0.0
0.0 0.0 0.0
0.0 0.1 0.1
0.0 0.0 0.0
0.0 -0.1 0.0
-0.1 0.1 0.1
0.0 0.0 0.0
0.0 0.0 0.0
0.0 0.0 0.0
0.0 0.0 0.0
0.0 0.0 0.0
0.0 0.0 -0.1
0.0 0.0 0.0
0.0 0.0 0.0
0.0 0.0 0.0
0.0 0.0 0.0
0.0 0.0 0.1
0.0 0.0 -0.1
0.0 0.0 0.1
0.0 0.0 0.0
0.0 0.0 0.0
0.0 0.0 0.0
-0.2 0.0 -0.2
-0.1 -0.1 0.4
-0.1 0.0 0.0
-0.1 0.0 -0.1
0.0 0.0 0.1
0.0 0.1 0.0
0.0 0.1 0.1
0.5 0.2 -0.2
0.0 -0.1 0.0
0.0 0.1 -0.1
0.0 0.0 -0.1
0.1 0.2 0.0
0.0 -0.2 0.1
-0.6 -0.3 0.1
0.0 0.0 0.0
0.1 0.0 0.1
0.0 0.0 0.0
0.0 0.0 0.0
0.0 0.0 0.0
0.0 0.0 0.0
0.0 0.0 0.0
0.1 0.0 0.1
0.1 0.2 -0.1
-0.5 -0.2 -0.2
-0.3 0.0 0.1
0.1 0.2 -0.1
0.2 -0.6 0.2
0.1 0.0 0.0
0.0 0.0 -0.1
0.2 -0.1 0.0
0.1 0.1 0.0
0.0 -0.1 0.0
0.4 0.0 -0.1
0.2 -0.2 0.2
0.9 -0.7 0.5
-0.3 -0.1 -0.1
0.0 0.1 0.1
0.0 -0.1 -0.1
0.2 -0.1 0.0
-0.1 0.1 0.0
0.2 0.1 0.2
-0.6 -0.1 -0.1
0.2 0.0 -0.5
0.1 0.0 0.0
0.2 0.0 0.0
0.0 0.0 -0.1
0.0 0.0 0.0
0.0 0.0 0.0
0.1 0.0 0.0

=====

- Among the records above, which one has the lowest total charge?
  C28H24N5O8STi